C58H114BN6O14 | ωB97M-V/def2-TZVPD

Positions of all 193 atoms, in Å:
O (2.30960, 1.68029, -4.05269)
C (1.22795, 1.53712, -3.45769)
O (1.02914, 0.79694, -2.38506)
B (-0.36747, 0.63993, -2.06753)
O (-1.02489, 1.55234, -3.00018)
C (-0.21121, 2.13130, -3.81527)
O (-0.44803, 2.92694, -4.76288)
O (-0.64617, 1.00452, -0.67808)
C (-1.63876, 0.22203, -0.23731)
O (-2.14104, 0.26753, 0.87950)
C (-1.71975, -0.96706, -1.29606)
O (-0.88532, -0.69915, -2.24154)
O (-2.61315, -1.82739, -1.32443)
C (7.09042, 2.13449, -3.70399)
C (6.13496, 1.75018, -2.60552)
C (7.08948, 1.22729, -1.47754)
C (7.92340, 2.22424, -0.68093)
C (6.94094, 3.25251, -0.07882)
C (5.89161, 3.86402, -1.15015)
N (5.29344, 2.82159, -1.98075)
O (4.22315, 3.21045, -2.78755)
C (4.77523, 4.67095, -0.37805)
C (6.76389, 4.86006, -1.90511)
C (5.22163, 0.62617, -3.12418)
H (7.98965, 2.64840, -3.36432)
H (6.75243, 2.80783, -4.49169)
H (7.40135, 1.23980, -4.24340)
H (6.40325, 0.82036, -0.73485)
H (7.73649, 0.41822, -1.81649)
H (8.70922, 2.69658, -1.27041)
H (8.41615, 1.59023, 0.05618)
H (7.29323, 4.12373, 0.47342)
H (6.34586, 2.71083, 0.65641)
H (5.23350, 5.55505, 0.06519)
H (4.01229, 4.97008, -1.09676)
H (4.30484, 3.97595, 0.31752)
H (6.07523, 5.45218, -2.50782)
H (7.30637, 5.62267, -1.34633)
H (7.62851, 4.46499, -2.43844)
H (5.60275, -0.39282, -3.05713)
H (4.84674, 0.76597, -4.13809)
H (4.38305, 0.57149, -2.42999)
H (3.64989, 2.44802, -2.67954)
C (3.94839, -2.96494, -1.11966)
C (3.93827, -2.59509, 0.37659)
C (5.46186, -2.52657, 0.74562)
C (5.62470, -1.57525, 1.90976)
C (5.00498, -0.12105, 1.74475)
C (3.53076, -0.20639, 1.46346)
N (3.29871, -1.20697, 0.36281)
O (2.03291, -1.26902, -0.00571)
C (2.76510, -0.50289, 2.78270)
C (3.07444, 1.12146, 0.84621)
C (3.23860, -3.55732, 1.41210)
H (4.59193, -3.77153, -1.47089)
H (4.23651, -2.10457, -1.72368)
H (2.98675, -3.25032, -1.54617)
H (5.85550, -3.52194, 0.95154)
H (6.04801, -2.07989, -0.05750)
H (6.69164, -1.35994, 1.96786)
H (5.49254, -2.09061, 2.86110)
H (5.69936, 0.42855, 1.10924)
H (5.26290, 0.19368, 2.75595)
H (3.44446, -1.06662, 3.42206)
H (2.52723, 0.43816, 3.27862)
H (1.90653, -1.16055, 2.64695)
H (3.51300, 1.28921, -0.13747)
H (2.04149, 1.12825, 0.49825)
H (3.25891, 1.95953, 1.51831)
H (3.49535, -4.58727, 1.16433)
H (2.17930, -3.40272, 1.20694)
H (3.42251, -3.40356, 2.47541)
H (1.95363, -0.67205, -0.75333)
C (-2.94290, 2.05897, 4.59797)
C (-1.44294, 2.41419, 5.05246)
C (-0.55174, 1.98119, 3.89501)
C (-0.24383, 2.97623, 2.74491)
C (-0.04878, 4.43061, 3.24384)
C (-1.08443, 4.90549, 4.27850)
N (-1.26368, 3.83206, 5.36121)
O (-2.02902, 4.35513, 6.40138)
C (-0.49190, 6.19443, 4.94239)
C (-2.34857, 5.23700, 3.49972)
C (-0.90407, 1.54687, 6.26498)
H (-3.03160, 0.98070, 4.46539)
H (-3.18593, 2.52888, 3.64496)
H (-3.83351, 2.36710, 5.14567)
H (0.45126, 1.77301, 4.26753)
H (-0.96951, 1.09093, 3.42490)
H (-1.10673, 3.10571, 2.09166)
H (0.61580, 2.70712, 2.13115)
H (-0.01230, 4.98741, 2.30750)
H (0.98019, 4.55686, 3.58058)
H (-1.17389, 6.52216, 5.72698)
H (0.46077, 6.02108, 5.44285)
H (-0.10620, 6.96994, 4.28064)
H (-3.13284, 5.47477, 4.21839)
H (-2.24603, 5.98337, 2.71199)
H (-2.71469, 4.33009, 3.01848)
H (-1.41204, 1.73453, 7.21095)
H (0.14226, 1.69486, 6.53217)
H (-0.94339, 0.46008, 6.19127)
H (-1.32350, 4.69263, 6.95810)
C (-5.02600, -2.51322, 0.93460)
C (-6.10200, -3.70665, 0.86577)
C (-7.30596, -3.12659, 1.71268)
C (-8.60310, -3.99694, 1.55819)
C (-8.88838, -4.01554, 0.06452)
C (-7.82384, -4.52738, -0.96159)
N (-6.53188, -3.86687, -0.58800)
O (-5.50113, -4.26582, -1.35277)
C (-7.91449, -6.03835, -0.95088)
C (-8.19709, -4.05255, -2.38475)
C (-5.51550, -4.97178, 1.48686)
H (-5.53046, -1.70902, 0.39898)
H (-4.07840, -2.73468, 0.44357)
H (-4.85300, -2.23450, 1.97407)
H (-7.14912, -3.09907, 2.79099)
H (-7.56696, -2.10692, 1.42942)
H (-9.40465, -3.52043, 2.12260)
H (-8.46579, -4.96671, 2.03652)
H (-9.20280, -3.01344, -0.22709)
H (-9.74959, -4.68354, 0.05051)
H (-7.80251, -6.37740, 0.07897)
H (-8.81062, -6.43138, -1.43107)
H (-7.07771, -6.41989, -1.53597)
H (-7.38902, -4.37272, -3.04248)
H (-9.25720, -4.26019, -2.53024)
H (-8.06865, -2.97055, -2.35529)
H (-5.64897, -4.97376, 2.56865)
H (-4.44465, -4.96573, 1.28348)
H (-5.82567, -5.96418, 1.15970)
H (-5.30327, -5.08068, -0.88538)
C (-2.58869, 4.76282, -1.89816)
C (-1.31242, 5.63078, -1.57860)
C (-0.45404, 4.76659, -0.76463)
C (0.92627, 5.41074, -0.47388)
C (1.62238, 5.75225, -1.77203)
C (0.79224, 6.47545, -2.83314)
N (-0.63721, 5.94693, -2.87622)
O (-1.44937, 6.69906, -3.68116)
C (1.01394, 7.96846, -2.71018)
C (1.41450, 5.99881, -4.22131)
C (-1.75226, 6.92169, -0.71702)
H (-3.37995, 5.46710, -2.15508)
H (-2.48844, 4.05686, -2.72258)
H (-2.87653, 4.28906, -0.95965)
H (-1.00250, 4.35601, 0.08315)
H (-0.14251, 3.87301, -1.30552)
H (0.94717, 6.24318, 0.22947)
H (1.58023, 4.69354, 0.02218)
H (2.01767, 4.86135, -2.26002)
H (2.42228, 6.44745, -1.51717)
H (0.69449, 8.35461, -1.74223)
H (0.53063, 8.54491, -3.49899)
H (2.04845, 8.22753, -2.93550)
H (1.26407, 4.93454, -4.40239)
H (2.50253, 6.03496, -4.27595)
H (1.09535, 6.55815, -5.10073)
H (-0.95574, 7.66136, -0.63611)
H (-2.64033, 7.37709, -1.15525)
H (-1.73751, 6.69898, 0.34988)
H (-1.71618, 7.40770, -3.09103)
C (-1.46803, -4.91473, -0.03292)
C (-1.09291, -5.96801, -1.19995)
C (0.34344, -6.54415, -1.03568)
C (0.33331, -7.73336, 0.00103)
C (-0.58796, -8.86571, -0.53920)
C (-2.06929, -8.35631, -0.73233)
N (-2.03593, -7.05203, -1.42667)
O (-3.37058, -6.63438, -1.66781)
C (-2.80351, -9.49157, -1.53513)
C (-2.85045, -8.25070, 0.59583)
C (-0.99570, -5.18630, -2.51105)
H (-0.77481, -4.07411, -0.06293)
H (-1.48432, -5.28792, 0.99108)
H (-2.46481, -4.54008, -0.26564)
H (0.74182, -6.91652, -1.97947)
H (0.99004, -5.69882, -0.80028)
H (0.03024, -7.34152, 0.97196)
H (1.35872, -8.08468, 0.11596)
H (-0.55217, -9.64111, 0.22603)
H (-0.15513, -9.31000, -1.43550)
H (-2.29390, -9.68339, -2.47938)
H (-3.08360, -10.43328, -1.06309)
H (-3.69597, -9.02599, -1.95327)
H (-2.61431, -7.32432, 1.11944)
H (-3.93457, -8.27279, 0.48493)
H (-2.76743, -9.11055, 1.26056)
H (-1.94583, -4.73758, -2.80086)
H (-0.69663, -5.78065, -3.37442)
H (-0.27116, -4.39422, -2.32196)
H (-3.43087, -6.67162, -2.62519)

Output
Spin multiplicity: 1
F_max in Eh/bohr: 0.1062
Relative energy (zero: lowest compared OMol25 entry of this formula, charge and spin) in kcal per mole: 29.4
Charge: -1